a:
22
Properties=species:S:1:pos:R:3:nbo_charge:R:1 method="wB97M-V/def2-TZVPD" homo_lumo_gap_ev=8.48 spin_multiplicity=1 charge=0
C -0.990 0.170 0.075 0.0714
C 0.841 0.006 0.765 -0.5057
C -1.519 -1.188 -0.344 -0.6563
C -1.714 0.683 1.311 -0.6357
C -1.041 1.182 -1.054 -0.6566
C 1.508 -0.381 -0.403 0.3433
C 3.378 -0.261 0.285 0.2894
N 1.440 -0.923 -1.518 -0.6231
O 4.102 -0.674 -0.596 -0.5521
H 2.388 -1.135 -1.874 0.3906
H 0.764 -0.768 1.524 0.2530
H 1.064 1.013 1.105 0.2381
H 3.790 0.094 1.264 0.1233
H -1.046 -1.562 -1.255 0.2357
H -1.403 -1.930 0.453 0.2073
H -2.594 -1.136 -0.570 0.2094
H -1.318 1.648 1.643 0.2053
H -1.644 -0.022 2.144 0.2064
H -2.785 0.830 1.106 0.2051
H -2.081 1.390 -1.346 0.2138
H -0.598 2.139 -0.758 0.2074
H -0.542 0.824 -1.957 0.2302



b:
22
Properties=species:S:1:pos:R:3:nbo_charge:R:1 method="wB97M-V/def2-TZVPD" homo_lumo_gap_ev=9.61 spin_multiplicity=1 charge=0 smiles="C=CN(C)[C@@](C)(O)C=C"
C 0.412 0.163 0.359 0.3627
C -0.557 -1.345 -1.348 -0.4045
C 0.466 1.610 0.880 -0.6408
N -0.484 0.029 -0.812 -0.5152
C 1.820 -0.217 -0.056 -0.1983
C -1.672 0.752 -0.873 0.0052
C 2.610 -1.156 0.487 -0.4002
C -2.747 0.621 -0.092 -0.4103
O -0.041 -0.687 1.401 -0.7307
H 0.457 -0.429 2.191 0.4676
H 2.208 0.347 -0.902 0.2059
H -1.663 1.470 -1.690 0.1779
H -1.178 -1.368 -2.252 0.2044
H -0.996 -2.034 -0.618 0.1889
H 0.428 -1.719 -1.643 0.2067
H 1.214 1.713 1.676 0.2132
H 0.715 2.323 0.086 0.2250
H -0.486 1.911 1.331 0.2299
H 3.604 -1.341 0.091 0.2036
H 2.283 -1.770 1.320 0.1991
H -2.764 -0.108 0.711 0.2077
H -3.627 1.235 -0.245 0.2024



c:
22
Properties=species:S:1:pos:R:3:nbo_charge:R:1 method="wB97M-V/def2-TZVPD" homo_lumo_gap_ev=10.06 spin_multiplicity=1 charge=0
C -2.575 -0.847 0.031 -0.6041
C -1.226 -0.129 0.007 -0.0677
C -1.230 1.392 -0.041 -0.0805
C 0.722 0.389 0.009 0.2460
C 2.231 0.561 0.175 -0.2339
C -0.159 -0.359 1.033 -0.4248
C -0.102 -0.375 -1.063 -0.4243
H -3.116 -0.632 -0.838 0.2119
H -2.294 -1.916 0.098 0.2135
H -3.112 -0.457 0.871 0.2126
H -1.877 1.896 -0.827 0.1823
H -1.639 1.879 0.894 0.1711
H 2.501 0.847 1.281 0.1985
H 2.500 1.492 -0.413 0.1967
H 3.810 -0.848 0.425 0.3686
H 2.943 -0.935 -1.081 0.3618
H 0.016 -1.476 0.908 0.2232
H -0.277 0.051 2.110 0.2097
H 0.194 -1.471 -1.180 0.2115
H -0.336 0.044 -2.109 0.2132
N 2.854 -0.779 -0.097 -0.8507
O 0.173 1.670 -0.191 -0.5349



d:
22
Properties=species:S:1:pos:R:3:nbo_charge:R:1 method="wB97M-V/def2-TZVPD" homo_lumo_gap_ev=9.56 spin_multiplicity=1 charge=0 smiles="CC(C)(C)[C@H]1CC(=O)N1"
C -0.478 0.238 0.549 0.0760
C -0.126 -0.140 -1.222 -0.0392
C 1.275 0.228 -1.765 -0.5437
C 0.265 -0.415 1.714 -0.6382
C -0.202 1.734 0.559 -0.6314
C -1.968 -0.063 0.639 -0.6353
N 0.500 -1.434 -0.746 -0.6523
C 1.713 -1.177 -1.342 0.6823
O 2.700 -1.869 -1.441 -0.5948
H 0.135 -2.372 -0.646 0.4013
H -0.879 -0.344 -1.992 0.2092
H 1.308 0.393 -2.846 0.2377
H 1.870 1.013 -1.292 0.2351
H -2.166 -1.131 0.511 0.2047
H 0.009 -1.471 1.829 0.2144
H 1.348 -0.314 1.610 0.2229
H -0.033 0.060 2.657 0.2208
H -0.515 2.165 1.519 0.1996
H 0.867 1.930 0.431 0.2055
H -0.744 2.252 -0.233 0.2078
H -2.349 0.231 1.626 0.2072
H -2.531 0.487 -0.117 0.2103



Verdict on stability: b comes out on top.



a:
13
Properties=species:S:1:pos:R:3:nbo_charge:R:1 method="wB97M-V/def2-TZVPD" homo_lumo_gap_ev=8.19 spin_multiplicity=1 charge=0
C 1.588 -1.048 -0.741 -0.6550
C 0.962 0.180 -0.392 -0.1036
C -0.468 0.119 -0.212 0.3479
H 1.212 -1.379 -1.590 0.2512
H 1.189 -1.596 0.173 0.2300
H 2.750 -0.934 -0.569 0.2388
H -2.163 -0.240 -1.528 0.3660
H -2.291 0.974 0.518 0.3881
H -1.333 0.256 2.802 0.0747
N -1.019 -0.500 -1.102 -0.6334
N -1.218 1.067 0.696 -0.8257
S 1.629 1.652 -0.313 0.0808
S -0.836 1.449 2.256 0.2400



b:
13
Properties=species:S:1:pos:R:3:nbo_charge:R:1 method="wB97M-V/def2-TZVPD" homo_lumo_gap_ev=8.08 spin_multiplicity=1 charge=0 smiles="CN/N=C/SC=S"
C 0.666 -1.522 3.482 -0.4274
C -0.260 -0.882 0.821 -0.1784
C 0.065 0.794 -1.478 -0.5609
H 0.328 -2.467 2.995 0.1754
H -0.399 -1.048 3.740 0.1892
H 1.170 -1.711 4.410 0.2310
H 2.461 -0.617 2.632 0.3985
H -1.021 -1.723 1.327 0.2217
H 1.216 0.552 -1.011 0.2566
N 1.341 -0.742 2.551 -0.4480
N 0.842 -0.238 1.338 -0.2348
S -1.132 -0.091 -0.732 0.3799
S -0.234 1.561 -2.910 -0.0026



Verdict on stability: a comes out on top.



a:
8
Properties=species:S:1:pos:R:3:nbo_charge:R:1 method="wB97M-V/def2-TZVPD" homo_lumo_gap_ev="5.23 / 5.23" spin_multiplicity=1 charge=-1
C -0.290 0.565 1.645 -0.2344
C -0.304 0.379 -2.604 0.4378
N 0.573 -0.348 2.127 -0.8348
O -0.347 1.549 -2.741 -0.5000
S -0.533 -1.140 -3.046 -0.1319
S -0.708 0.602 0.011 -0.4132
H 0.536 -0.652 3.035 0.3567
H 1.073 -0.955 1.573 0.3198



b:
8
Properties=species:S:1:pos:R:3:nbo_charge:R:1 method="wB97M-V/def2-TZVPD" homo_lumo_gap_ev=7.37 spin_multiplicity=1 charge=-1 smiles="[O-]/C=N/C(=S)S"
C 1.335 -0.663 -0.495 0.5139
C -0.975 -0.227 -0.479 0.0387
N 0.066 -0.954 -0.730 -0.6398
O 2.275 -1.415 -0.610 -0.6269
S -2.428 -0.980 -0.152 -0.2988
S -0.925 1.675 -0.221 -0.2066
H 1.437 0.283 -0.127 0.0635
H -2.185 1.415 0.058 0.1559



Verdict on stability: b comes out on top.



a:
16
Properties=species:S:1:pos:R:3:nbo_charge:R:1 method="wB97M-V/def2-TZVPD" homo_lumo_gap_ev=9.64 spin_multiplicity=1 charge=0 smiles="CC=O.CCS"
C 2.095 0.283 1.645 -0.6202
C 2.399 1.021 0.354 -0.4913
S 3.311 2.552 0.891 -0.0854
H 2.968 -0.118 2.142 0.2150
H 1.565 -0.586 1.290 0.2037
H 1.427 0.794 2.296 0.2137
H 2.941 0.454 -0.401 0.2239
H 1.408 1.308 -0.174 0.2125
H 4.567 2.285 0.491 0.1281
O -2.080 -2.566 -0.922 -0.5234
C -2.399 -1.350 -1.022 0.4330
C -3.889 -1.007 -1.367 -0.7087
H -1.814 -0.358 -0.923 0.1208
H -3.897 -0.971 -2.429 0.2344
H -4.014 -0.013 -0.884 0.2093
H -4.587 -1.730 -0.988 0.2346



b:
16
Properties=species:S:1:pos:R:3:nbo_charge:R:1 method="wB97M-V/def2-TZVPD" homo_lumo_gap_ev=10.26 spin_multiplicity=1 charge=0 smiles="C=C[C@@H](C)O.S"
C 0.835 0.815 -1.437 -0.6261
C 0.049 -1.267 1.160 -0.3979
C 1.136 0.718 0.115 0.0671
C 1.108 -0.721 0.573 -0.2087
O 0.105 1.345 0.781 -0.7357
S -2.762 -0.215 -0.269 -0.2817
H 0.668 -0.150 -1.830 0.2137
H 1.674 1.195 -1.996 0.2013
H 0.039 1.490 -1.569 0.2183
H -0.006 -2.275 1.720 0.1986
H -0.834 -0.743 1.274 0.1983
H -2.324 -1.508 -0.075 0.1540
H 2.221 1.056 0.251 0.1690
H 2.028 -1.373 0.549 0.2074
H 0.069 2.286 0.904 0.4913
H -4.006 -0.655 -0.151 0.1312



c:
16
Properties=species:S:1:pos:R:3:nbo_charge:R:1 method="wB97M-V/def2-TZVPD" homo_lumo_gap_ev=9.31 spin_multiplicity=1 charge=0 smiles="CC=O.CSC"
C -1.032 -1.710 -1.188 -0.7592
S -2.243 -0.445 -1.426 0.2029
C -1.200 0.953 -1.147 -0.7789
H -0.358 -1.421 -0.374 0.1987
H -0.358 -1.754 -2.093 0.2184
H -1.601 -2.591 -0.894 0.2368
H -0.144 0.747 -1.372 0.2235
H -1.505 1.772 -1.801 0.2344
H -1.460 1.196 -0.041 0.2233
O 2.900 1.105 0.669 -0.5110
C 2.094 0.263 0.995 0.4337
C 0.955 0.563 1.905 -0.7347
H 2.064 -0.732 0.525 0.1039
H 1.052 0.402 3.008 0.2514
H 0.114 0.026 1.492 0.2173
H 0.722 1.625 1.742 0.2394



Verdict on stability: c comes out on top.